(1)
Density functional theory data (ωB97M-V/def2-TZVPD) for C12H75IN2NbO33 as an isolated structure at a distorted geometry.

```
124
Properties=species:S:1:pos:R:3:forces:R:3:mulliken_charge:R:1
C 3.40323 0.77715 1.43908 -5.41 -6.36 -1.62 -0.5361
C 2.35477 -0.18752 1.36906 7.44 6.80 0.59 0.2474
Nb 0.56137 -1.59787 1.05346 0.33 0.32 -1.77 -1.0857
C 1.30154 -1.87579 -1.09246 1.59 0.47 -0.74 -0.3523
N 0.41139 -2.69773 -1.98625 -0.26 0.02 -0.23 -0.3411
C -1.13473 -3.09977 0.83740 -0.66 -0.97 0.11 -0.1596
C -2.41492 -2.59915 -0.05309 0.80 0.13 0.87 0.4939
O -3.23496 -3.82759 -0.32124 -4.04 1.21 1.14 -0.4072
C -4.62278 -3.63267 0.13798 -3.00 1.10 -2.51 0.5321
C -4.91022 -4.04659 1.73285 1.63 0.07 -0.45 -0.4618
O -5.61650 -3.19611 -0.67663 6.24 -2.70 4.59 -0.6148
C -0.70674 0.18734 0.41604 -0.19 1.92 0.52 -0.1428
O -1.08470 0.21190 -1.00691 -2.69 0.59 0.83 -0.0723
C -2.46632 0.79415 -1.05013 -0.05 0.15 -0.80 -0.0188
C 1.92870 -3.35879 1.65746 1.40 0.02 -1.55 -0.2535
O 1.21032 -4.32237 2.50606 1.57 -0.28 -0.15 -0.0455
N 1.88867 -5.47595 2.65226 -2.75 -0.75 2.19 0.0894
O 1.25490 -6.19465 3.44233 1.93 1.11 -1.96 -0.3871
C -0.01028 -1.37724 3.25651 -1.16 1.73 3.36 -0.0342
C -1.54766 -0.87798 3.52897 -3.71 -5.16 -1.17 -0.0804
O -2.66388 -1.58969 3.35790 6.89 4.38 0.98 -0.5186
I -1.86796 1.18421 4.32199 0.28 -0.73 -0.44 -0.1138
H 4.42221 1.31921 1.14333 -2.85 -1.37 1.07 0.3579
H 1.50900 -0.82365 -1.60852 -0.45 -2.25 1.14 0.0929
H 2.35987 -2.41436 -1.06179 -1.92 1.18 -0.13 0.1851
H -0.39161 -2.16980 -2.38571 0.78 -0.61 0.96 0.0834
H 0.14423 -3.62057 -1.58515 0.15 1.40 -0.12 0.3469
H -0.68726 -4.10334 0.37055 -0.97 2.07 0.75 0.3066
H -1.44598 -3.41115 1.94733 0.28 0.73 -2.42 0.1988
H -2.15345 -2.16413 -1.10697 -0.38 -0.78 2.23 -0.4080
H -3.07558 -1.83512 0.55072 1.45 -1.41 -1.09 0.2204
H -3.88155 -3.83225 2.29500 -2.27 -0.28 -1.20 0.1175
H -5.08239 -5.21914 1.85028 0.11 2.65 -0.51 0.2214
H -5.76477 -3.40749 2.21179 1.59 -1.35 -1.24 0.2578
H -1.67931 0.36764 1.04306 1.73 -0.35 -0.85 0.4228
H -0.02924 1.15506 0.58966 -1.33 -1.79 -0.13 0.1678
H -2.37578 1.88493 -0.58374 -0.50 -2.20 -0.91 0.2649
H -3.24808 0.12568 -0.45097 1.77 1.47 -1.00 0.1597
H -2.88562 0.81926 -2.16593 1.30 -0.03 2.49 -0.3689
H 2.19660 -3.90492 0.64371 -0.52 1.07 2.33 0.0666
H 2.92107 -2.94880 2.12413 -1.83 -1.07 -0.41 0.3626
H 0.17547 -2.35472 3.89750 -0.65 1.81 -1.38 0.2011
H 0.69218 -0.52521 3.71078 -1.56 -1.83 -0.88 0.2285
O -0.90216 0.90055 -4.50626 -0.25 0.04 0.04 -0.7141
H -1.82192 0.66022 -4.69381 0.26 -0.09 0.17 0.2626
H -0.77023 0.62267 -3.58737 -0.07 0.01 0.08 0.3539
O 2.92151 0.93745 -1.62355 0.40 0.26 -0.33 -0.4606
H 2.42735 1.72609 -1.89325 -0.06 0.04 0.13 0.2625
H 3.75682 1.00686 -2.10978 -0.33 -0.09 0.09 0.2436
O 2.78058 1.00528 -4.51904 -0.44 0.05 -0.48 -0.6035
H 2.52817 0.86989 -5.44471 0.10 0.01 0.31 0.3016
H 1.99694 0.72992 -4.01997 0.36 -0.21 0.08 0.2612
O -4.41942 1.27066 -3.48635 -0.04 -0.22 -0.10 -0.4520
H -4.67183 1.13528 -4.41201 0.02 0.22 0.31 0.2427
H -5.20306 0.99530 -2.98728 0.37 0.09 -0.19 0.2213
O 2.03389 -5.22322 -0.84914 0.04 -0.34 -0.59 -0.5410
H 1.62116 -5.98090 -1.29013 0.13 0.14 0.14 0.2476
H 2.75064 -4.96555 -1.44819 -0.29 0.02 0.15 0.2430
O 3.46005 4.28171 0.34729 -0.10 -0.36 0.18 -0.5589
H 3.19090 3.38485 0.59645 0.09 0.01 -0.22 0.3257
H 3.35473 4.79309 1.16362 -0.23 0.10 -0.13 0.2475
O 1.20365 2.94159 -2.76912 -0.34 0.25 -0.38 -0.6319
H 0.47752 3.57849 -2.69173 0.18 -0.29 0.06 0.2629
H 1.12452 2.60515 -3.67441 0.07 0.15 0.19 0.2933
O -6.56156 2.51080 -4.58396 -0.69 0.55 0.01 -0.6116
H -7.17274 2.89792 -3.93937 0.17 -0.21 -0.24 0.2969
H -5.96002 3.23837 -4.80255 0.23 -0.36 0.01 0.2962
O 3.13048 6.35955 2.20210 -0.38 0.44 0.45 -0.4883
H 2.51930 6.74667 2.84669 0.26 -0.16 -0.32 0.2556
H 3.73201 7.08712 1.98351 -0.07 -0.13 0.01 0.1956
O -6.42738 -7.06483 2.14773 -0.42 -0.28 -0.12 -0.6359
H -6.67980 -7.20021 1.22207 0.03 0.10 0.17 0.3231
H -7.21102 -7.34019 2.64680 0.31 0.15 -0.15 0.2949
O 0.35093 -5.37372 6.11914 0.39 -0.05 0.13 -0.6499
H 0.47920 -5.48162 5.16478 -0.08 -0.01 0.06 0.3758
H 1.23680 -5.50173 6.49041 -0.37 0.07 -0.16 0.2992
O -3.84907 3.08944 -5.69139 0.16 -0.32 -0.71 -0.5388
H -3.72080 2.98153 -6.64574 -0.10 0.05 0.31 0.2736
H -2.96320 2.96143 -5.32012 -0.26 0.36 0.00 0.2683
O 2.38582 -8.00931 0.56207 0.01 -0.11 0.30 -0.6329
H 1.84735 -7.41869 1.10990 0.25 -0.05 -0.20 0.3079
H 3.23375 -8.05352 1.02901 -0.31 0.05 -0.13 0.3324
O 5.08764 6.36632 -0.02982 0.53 0.33 -0.49 -0.5494
H 4.67490 5.60864 -0.47081 -0.38 -0.15 0.38 0.2515
H 5.80438 6.62400 -0.62887 0.02 0.08 0.38 0.2838
O 4.32300 2.20526 3.84381 0.20 -0.06 0.56 -0.5301
H 4.14763 1.72304 4.66576 -0.15 0.15 -0.28 0.2617
H 4.39630 3.12948 4.12563 0.02 -0.31 -0.28 0.3159
O -3.46567 -1.76163 -3.15629 -0.18 -0.19 -0.33 -0.4235
H -3.71809 -1.89701 -4.08196 -0.02 0.14 0.30 0.1807
H -4.24931 -2.03699 -2.65723 0.19 -0.07 0.08 0.2419
O -2.18620 4.00908 -3.64377 0.16 -0.01 0.51 -0.6904
H -2.45536 3.11221 -3.39460 0.03 0.06 0.20 0.3926
H -2.29152 4.52045 -2.82744 -0.02 -0.18 -0.32 0.2864
O 2.48871 -10.23438 2.80536 -0.30 0.10 -0.03 -0.6438
H 2.04167 -9.50735 3.26414 0.15 -0.19 -0.17 0.3192
H 2.03654 -10.28461 1.94979 0.19 0.18 0.21 0.3282
O -7.67278 -5.76847 -0.98489 0.22 -0.09 -0.24 -0.6760
H -6.87843 -5.28233 -0.71738 -0.20 0.21 -0.08 0.3528
H -7.68186 -5.68895 -1.95059 0.04 -0.01 0.40 0.3010
O 2.31788 2.49565 5.82380 -0.24 0.13 0.23 -0.6218
H 1.87084 3.22268 6.28258 0.11 -0.27 -0.30 0.2837
H 1.86570 2.44542 4.96823 0.12 0.01 0.21 0.3239
O 4.61507 8.93256 1.65142 0.20 0.17 -0.39 -0.6964
H 4.88067 8.39379 0.89111 -0.02 -0.19 0.01 0.2936
H 4.65867 9.84225 1.32044 -0.17 -0.15 0.28 0.3642
O -0.16711 -5.22380 -3.81157 -0.36 0.07 -0.31 -0.6430
H -0.63728 -5.08626 -4.64758 0.19 -0.09 0.35 0.2718
H -0.34119 -4.41380 -3.30901 0.33 -0.03 -0.14 0.3844
O 7.69869 7.93990 -0.44523 0.39 0.33 -0.07 -0.5870
H 7.99456 8.49648 0.29069 -0.20 -0.25 -0.16 0.3001
H 8.36116 8.09297 -1.13565 -0.26 -0.10 0.19 0.2863
O 5.31946 4.49748 2.88183 0.70 0.45 -0.13 -0.5372
H 5.26489 4.90498 2.00441 -0.08 -0.05 0.12 0.3306
H 6.27007 4.37511 3.02447 -0.38 -0.09 -0.03 0.2260
O 3.04296 11.30537 2.20348 -0.17 -0.04 0.45 -0.6414
H 2.77381 10.40850 2.45264 0.15 0.17 -0.17 0.3249
H 2.93764 11.81674 3.01980 0.08 -0.13 -0.34 0.3116
O 1.30442 4.81204 4.60300 0.03 0.66 -0.26 -0.6158
H 0.81026 5.60068 4.33329 0.02 -0.38 0.11 0.2878
H 2.13973 4.88145 4.11676 -0.06 -0.23 0.10 0.3524
O -5.51345 -0.90540 -5.79864 -0.23 0.10 -0.37 -0.5794
H -6.23957 -0.26850 -5.72125 0.19 -0.11 0.08 0.3087
H -5.59257 -1.24184 -6.70392 0.07 0.09 0.33 0.2766
```
Positions in Å, forces in eV/Å.

Values from the calculation:
- total energy (a.u.) = -3448.738568
- orbital gap (eV) = 5.8381
- charge = -1
- 2S+1 = 1

***

(2)
Density functional theory data (ωB97M-V/def2-TZVPD) for a 2-piece molecular cluster, C2H4NO4P overall at a distorted geometry.

```
12
Properties=species:S:1:pos:R:3:forces:R:3:mulliken_charge:R:1
C -0.37974 -0.27220 0.27811 0.00 2.90 -2.74 -1.1000
C 1.01807 -0.07771 0.29867 2.59 2.20 -1.29 -0.8389
N 2.02650 -0.56451 0.77478 -1.39 -0.18 0.40 0.6866
O 2.16041 -2.69205 2.98836 0.28 0.17 -1.17 -0.7466
O 0.62439 -2.75542 0.86783 -0.08 -0.85 -0.05 -0.6634
O 3.24831 -0.54615 0.63219 2.19 0.22 -0.20 -0.7938
O 0.20770 -1.14720 2.86683 0.06 -0.24 -0.50 -0.7186
P 1.13229 -2.06310 2.08528 -0.41 -0.42 2.57 0.7890
H -0.64547 -0.84325 1.03283 -1.28 -2.89 3.45 0.5479
H -0.86582 0.68844 0.48370 -0.30 -0.06 -0.99 0.2874
H -0.47139 -0.80521 -0.64844 -1.32 0.17 -0.75 0.2135
H 1.48991 1.20055 -1.24128 -0.36 -1.02 1.26 0.3369
```
Positions in Å, forces in eV/Å.

Values from the calculation:
- total energy (a.u.) = -775.546556
- orbital gap (eV) = 6.9076
- charge = -2
- 2S+1 = 1

***

(3)
Density functional theory data (ωB97M-V/def2-TZVPD) for C37H49F7N2O7PbS2Si5 as an isolated structure.

```
110
Properties=species:S:1:pos:R:3:forces:R:3:mulliken_charge:R:1
Pb -0.29236 1.04794 0.43717 0.34 -0.42 0.26 0.6756
F 2.00891 5.69058 1.59071 0.04 0.05 -0.05 -0.1952
C 1.70763 5.15295 2.76827 -0.02 -0.12 0.05 0.5003
F 1.43074 6.11631 3.63373 0.01 0.07 -0.01 -0.2093
F 2.75153 4.45130 3.20719 0.00 0.10 -0.01 -0.1897
S 0.26734 4.03103 2.54382 -0.09 0.25 0.00 0.7677
O 0.84089 2.97920 1.70166 -0.27 -0.09 0.08 -0.5458
O -0.80660 4.79184 1.97330 0.13 -0.07 -0.05 -0.6351
N 0.05758 3.66790 4.05137 -0.06 0.02 -0.14 -0.5103
S -0.82696 2.48354 4.57469 0.06 -0.19 0.03 0.9892
O -0.57760 2.26641 5.96416 -0.07 0.11 -0.08 -0.7000
O -0.82599 1.33949 3.68621 -0.08 0.23 -0.16 -0.9175
C -2.57334 3.07747 4.47431 0.00 -0.03 -0.12 0.4247
F -3.32287 2.34338 5.29335 -0.06 0.00 0.05 -0.2167
F -3.01957 2.90986 3.22962 -0.03 0.07 0.01 0.0080
F -2.68567 4.35770 4.80517 0.01 -0.02 0.06 -0.2525
C 1.07203 -1.43149 -6.93087 0.01 0.03 0.07 -2.0157
C 1.02158 -2.57697 -5.93755 0.07 0.05 -0.03 0.6177
C 2.21352 -3.51159 -6.08316 0.01 -0.05 0.09 -1.0020
C 2.01588 -4.73953 -5.20631 -0.04 0.07 0.07 -1.2284
C 1.64167 -4.34569 -3.79658 0.03 -0.06 -0.11 1.2765
C 1.85439 -5.21879 -2.75216 -0.01 -0.01 0.00 -0.6333
C 1.58224 -4.82798 -1.44600 0.01 -0.02 -0.01 -0.6409
F 1.83681 -5.69481 -0.44894 0.02 -0.02 -0.01 -0.3990
C 1.08583 -3.59342 -1.15143 -0.05 0.11 0.10 -0.2629
C 0.83268 -2.69940 -2.19644 -0.13 -0.09 -0.07 0.2974
C 0.32311 -1.35920 -1.89088 -0.05 -0.02 -0.14 0.5529
O -0.22287 -1.13893 -0.78853 0.17 0.31 -0.16 -0.3121
C 0.52450 -0.39876 -2.91886 0.06 0.08 0.07 -0.6328
C 0.76808 -0.83890 -4.18992 -0.09 -0.04 -0.02 -0.6090
N 0.96050 -2.12132 -4.52986 0.05 -0.04 0.01 0.1717
C 1.12506 -3.06550 -3.51492 0.01 0.04 -0.02 -0.8810
C 0.61119 1.09503 -2.71257 -0.03 0.00 0.00 0.5426
O 0.62793 1.80214 -3.70405 0.19 0.06 0.02 -0.7353
O 0.78034 1.52344 -1.49772 -0.13 -0.03 0.18 -1.2208
H 1.14773 -1.85407 -7.93185 -0.01 0.00 0.00 0.4344
H 1.94579 -0.79859 -6.76236 -0.01 -0.02 -0.03 0.3948
H 0.17717 -0.81041 -6.89605 0.02 0.00 -0.01 0.5083
H 0.10951 -3.15711 -6.11376 -0.04 0.01 0.00 0.2026
H 3.12008 -2.97446 -5.78805 -0.01 0.01 -0.04 0.3074
H 2.31947 -3.80076 -7.12847 0.01 -0.01 -0.01 0.4058
H 2.92166 -5.34517 -5.17678 -0.01 -0.03 -0.02 0.4454
H 1.22587 -5.36547 -5.63142 0.00 -0.01 0.00 0.3912
H 2.26266 -6.20527 -2.93555 0.02 0.02 0.01 0.5041
H 0.91839 -3.27871 -0.12951 -0.02 -0.04 -0.06 0.9606
H 0.80768 -0.09029 -4.96699 -0.02 -0.03 -0.01 0.8943
C -2.96129 2.83921 -5.22367 0.06 -0.01 0.06 -0.5660
C -3.67113 2.00279 -4.36941 0.01 -0.01 -0.03 -0.6564
C -3.33713 1.94630 -3.02616 0.01 -0.02 0.02 -0.4831
C -2.29363 2.72304 -2.51309 0.06 -0.35 -0.06 0.9491
C -1.57356 3.53492 -3.38906 -0.04 0.09 0.03 -0.3482
C -1.90974 3.59983 -4.73312 -0.07 -0.01 -0.04 -0.5712
Si -1.95418 2.86712 -0.69084 -0.23 0.39 -0.16 0.0988
C -3.57416 3.08224 0.19698 0.08 -0.15 0.33 0.6800
C -4.47532 2.03139 0.38502 0.01 0.00 0.01 0.0437
C -5.67828 2.23305 1.04390 -0.01 0.03 0.01 -0.8238
C -5.98955 3.49132 1.54455 0.06 -0.02 -0.01 -0.4970
C -5.10148 4.54398 1.37327 -0.05 0.00 -0.03 -0.6524
C -3.90338 4.34197 0.70293 0.01 0.00 -0.06 -0.3032
H -3.22737 2.89261 -6.27213 0.00 0.01 0.01 0.4017
H -4.49225 1.40752 -4.74941 0.01 0.00 0.00 0.4169
H -3.91176 1.30370 -2.36752 -0.01 0.04 -0.01 0.2459
H -0.74074 4.12016 -3.01804 -0.03 -0.02 -0.03 0.2632
H -1.34750 4.24318 -5.39773 0.01 -0.02 0.01 0.4063
H -1.12563 4.07444 -0.54133 0.13 -0.10 0.13 -0.2169
H -4.23532 1.03558 0.02187 -0.01 0.02 0.01 0.2932
H -6.37088 1.41101 1.17332 0.02 -0.01 0.02 0.4081
H -6.91797 3.64568 2.07986 0.00 0.01 -0.03 0.3889
H -5.33841 5.52269 1.77166 0.01 -0.01 -0.01 0.4207
H -3.21040 5.16747 0.58335 -0.01 -0.04 0.05 0.2625
C -2.15726 -1.51372 3.03747 0.00 0.23 -0.02 -0.6218
Si -0.83347 -2.43835 2.08045 0.04 -0.29 0.19 0.9294
C -0.13253 -3.88731 3.05175 0.06 -0.07 0.12 -1.2725
C -1.72647 -3.19850 0.61993 0.06 0.06 -0.27 -1.1724
Si 1.03271 -0.94962 1.95522 -0.44 0.64 -0.55 0.0641
Si 3.11231 -0.80596 0.79326 0.21 -0.15 0.16 0.7807
C 4.16310 -2.26082 1.33564 0.02 -0.10 0.07 -1.1884
C 3.75197 0.83508 1.42057 0.00 0.09 0.07 -0.8664
C 3.28730 -0.71496 -1.06164 -0.42 0.09 -0.22 -0.6765
Si 1.55258 -0.48247 4.24087 0.16 -0.05 0.29 1.5393
C 0.19362 -0.97108 5.42928 -0.36 0.11 -0.04 -0.9973
C 2.19605 1.22564 4.65053 -0.07 0.19 -0.22 -0.9471
C 2.94802 -1.70080 4.61207 0.06 -0.20 -0.12 -1.4662
H -3.14697 -1.87191 2.74497 0.03 -0.05 0.00 0.5985
H -2.11590 -0.43800 2.84490 -0.08 -0.07 0.07 -0.2143
H -2.04580 -1.64105 4.11375 -0.03 0.01 -0.03 0.3575
H -0.94463 -4.51404 3.43330 0.03 0.00 -0.02 0.4467
H 0.47566 -3.57245 3.90154 -0.03 -0.04 -0.01 0.2255
H 0.49733 -4.51138 2.40941 -0.04 0.03 0.01 0.3344
H -2.65631 -3.63466 0.99518 0.05 -0.03 0.07 0.5915
H -1.15176 -3.98797 0.13330 -0.08 0.02 0.03 0.2824
H -1.97194 -2.45342 -0.13512 -0.10 -0.07 0.02 0.1395
H 4.33588 -2.27265 2.40881 0.03 -0.04 0.03 0.3387
H 5.13637 -2.22093 0.83740 -0.04 0.00 -0.01 0.4245
H 3.68488 -3.20849 1.06717 0.05 0.04 -0.03 0.2767
H 3.78739 0.89349 2.50830 0.03 0.01 -0.02 0.1321
H 3.09294 1.63740 1.07225 0.07 0.01 0.04 0.0578
H 4.75515 1.03310 1.03204 -0.03 -0.03 -0.01 0.5347
H 2.99275 -1.62755 -1.58071 0.15 0.04 0.04 0.1205
H 4.34103 -0.51864 -1.27722 0.02 -0.02 0.08 0.6662
H 2.70311 0.11787 -1.46169 0.15 -0.07 0.01 -0.0601
H -0.68644 -0.33652 5.31482 0.14 -0.16 0.09 0.0004
H 0.56638 -0.83693 6.44870 0.07 -0.01 -0.03 0.4792
H -0.11029 -2.01178 5.31139 0.05 -0.02 0.06 0.3890
H 1.79084 1.97970 3.97411 0.21 -0.11 0.09 -0.0685
H 3.28347 1.27840 4.59166 0.02 -0.06 0.04 0.6037
H 1.88359 1.50027 5.66115 0.05 -0.05 -0.03 0.5346
H 2.79687 -2.67620 4.13760 0.04 0.04 0.07 0.3700
H 2.99602 -1.87055 5.69235 -0.02 0.07 -0.03 0.4976
H 3.91935 -1.31831 4.29290 -0.01 -0.01 0.00 0.3472
```
Positions in Å, forces in eV/Å.

Values from the calculation:
- total energy (a.u.) = -5211.388609
- orbital gap (eV) = 7.2483
- 2S+1 = 1